(1)
Density functional theory data (ωB97M-V with the def2-TZVPD basis set) for a gas-phase ion, C11H22N3 (charge +1).

Computed properties:
LUMO	-0.1455	Eh
SMILES	CC1=N[C@@H](C(C)C)[C@H](C(C)C)C(=[NH2+])N1
calculated total energy	-596.28829	a.u.
net charge	+1

Last column: Mulliken charge in e.
Cartesian coordinates (Å):
C: -0.003545 -0.567395 0.577571  -0.094
C: -1.642965 -1.859134 -0.580440  0.397
C: -0.315675 0.494261 -0.577118  0.432
C: -1.777082 0.533135 -1.004634  -0.003
C: -2.230505 -3.170188 -0.862381  -1.292
C: -0.142782 2.352216 1.184893  -1.483
C: 1.629343 2.223357 -0.574962  -1.284
C: 2.233239 -1.462321 -0.423395  -1.590
C: 2.254353 -0.322119 1.977037  -1.374
C: 0.221149 1.972765 -0.321936  0.179
C: 1.524379 -1.201216 0.948437  0.283
N: -0.773279 -1.753363 0.289658  -0.436
N: -2.240038 -0.697360 -1.206496  -0.072
N: -2.611825 1.585829 -1.064001  -0.347
H: -0.405953 -0.073434 1.530967  0.366
H: 0.048778 0.181401 -1.645173  0.335
H: -2.803491 -3.661724 -0.025983  0.281
H: -1.402448 -3.739720 -1.119692  0.324
H: -2.957666 -3.171019 -1.659119  0.389
H: -0.137689 3.355106 1.319892  0.525
H: 0.478894 1.845092 1.957501  0.221
H: -1.167108 1.889533 1.341275  0.433
H: 2.074448 3.254499 -0.499582  0.349
H: 1.950483 1.881681 -1.515480  0.407
H: 2.141497 1.636186 0.307782  0.127
H: 2.944231 -0.688640 -0.662591  0.340
H: 1.628209 -1.346178 -1.259939  0.417
H: 2.708609 -2.363632 -0.227944  0.442
H: 3.321341 -0.540793 1.993398  0.352
H: 1.812574 -0.613164 2.995626  0.335
H: 2.060748 0.677270 1.745068  0.255
H: -0.538710 2.588255 -0.957992  0.405
H: 1.236522 -2.096232 1.468863  0.562
H: -3.101273 -0.917862 -1.678907  0.345
H: -2.503386 2.370233 -0.436181  0.227
H: -3.513378 1.404673 -1.334019  0.249

Atoms 1-6, force components in eV/Å:
-0.470 0.183 0.740
-0.454 0.929 0.644
1.765 1.445 -1.447
-0.566 -0.877 2.090
-2.495 -0.254 0.526
-0.998 -4.510 -1.190

---

(2)
Density functional theory data (ωB97M-V with the def2-TZVPD basis set) for a molecular structure, C11H22N3OSn.

Computed properties:
LUMO	-0.1666	Eh
calculated total energy	-885.85344	a.u.
net charge	+1

Last column: Mulliken charge in e.
Cartesian coordinates (Å):
C: -1.408956 -0.869350 -2.563707  -1.009
Sn: -0.402853 1.196450 1.114160  0.537
N: 1.368606 0.953539 -1.342829  -0.682
H: -1.240435 -0.422155 1.323880  -0.026
H: -1.799488 0.120733 -2.313585  0.213
H: -2.288412 -1.434149 -2.230667  0.337
H: -0.538000 -1.136910 -1.891859  0.145
H: -1.468427 -1.009598 -3.625543  0.320
H: 2.295011 0.557981 -1.045595  0.268
H: 1.574633 1.923046 -1.584039  0.251
H: 1.177056 0.483017 -2.264646  0.282
C: -0.972126 -0.521488 7.394762  -1.152
C: 0.467552 -0.093081 7.562592  -0.567
N: 1.016210 0.625762 6.445036  0.134
C: 1.069521 2.103685 6.571823  -0.723
C: 2.153099 2.524342 7.531478  -1.107
C: 1.188682 -0.089756 5.301213  0.386
O: 0.883540 -1.288534 5.248316  -0.635
C: 1.810225 0.576080 4.045418  0.310
C: 2.760997 1.616321 4.015817  0.019
C: 3.033397 2.275817 2.801351  -0.707
C: 2.343308 1.884311 1.679311  -0.034
N: 1.613626 0.718582 1.614005  -0.333
C: 1.303781 0.090409 2.832897  -0.746
H: -1.623007 0.330143 7.188459  0.289
H: -1.319251 -0.977706 8.322551  0.374
H: -1.103920 -1.259982 6.603519  0.331
H: 0.544102 0.542250 8.445974  0.315
H: 1.079181 -0.997889 7.715017  0.360
H: 1.233529 2.601140 5.615820  0.557
H: 0.089720 2.420011 6.932399  0.308
H: 3.120770 2.111861 7.222824  0.290
H: 2.225216 3.617308 7.535717  0.365
H: 1.924354 2.156958 8.536588  0.393
H: 3.276499 1.912247 4.940740  0.493
H: 3.751115 3.076245 2.736085  0.453
H: 2.312821 2.459293 0.755556  0.359
H: 0.593222 -0.761933 2.807960  0.636

Atoms 1-6, force components in eV/Å:
-1.300 -0.026 1.946
-1.958 0.079 -1.614
0.848 -0.791 -0.669
0.761 0.499 -0.169
0.629 0.370 -0.208
0.367 -0.497 0.248

---

(3)
Density functional theory data (ωB97M-V with the def2-TZVPD basis set) for C11H22N6O4 in the gas phase.

Computed properties:
LUMO	0.0156	Eh
SMILES	[H]/N=C(\N)NCCC[C@H](NC(=O)[C@@H](N)CCC(N)=O)C(=O)O
calculated total energy	-1061.89642	a.u.
net charge	0

Last column: Mulliken charge in e.
Cartesian coordinates (Å):
C: 2.784164 -0.960472 0.084947  0.655
C: 1.908298 -2.138401 -0.225235  -0.018
C: 2.893541 -0.051234 -1.175356  -0.898
C: 3.776595 1.089107 -0.957221  -0.886
C: 3.050550 2.104756 -0.083204  0.545
C: -0.034586 -0.735767 0.556225  0.872
C: 0.289781 -0.553090 2.065168  0.148
C: -1.528402 -0.677878 0.319461  -1.069
C: -1.896945 -0.536986 -1.189084  -0.286
C: -3.428088 -0.616481 -1.424274  -1.096
C: -4.943104 0.391408 0.235548  0.525
H: 4.331327 -2.297683 0.058656  0.354
H: 3.968916 -1.671654 1.594137  0.327
H: 2.430469 -0.326227 0.891321  0.203
H: 3.323631 -0.711114 -1.905135  0.505
H: 1.900006 0.337016 -1.398298  0.169
H: 3.977427 1.643168 -1.846620  0.483
H: 4.716239 0.790762 -0.469953  0.436
H: 4.697786 3.293251 -0.040192  0.249
H: 3.271945 3.962407 0.885322  0.312
H: 0.057867 -2.841097 -0.194877  0.326
H: 0.482431 0.025594 0.006253  -0.133
H: -2.093858 -1.530730 0.812124  0.385
H: -1.889040 0.256431 0.765727  0.249
H: -1.663234 0.513330 -1.643914  0.155
H: -1.523189 -1.300761 -1.898841  0.324
H: -3.875790 -1.504280 -0.990457  0.450
H: -3.586523 -0.710251 -2.461222  0.482
H: -4.356408 1.305163 -1.527744  0.261
H: -5.511637 -0.692818 1.630909  0.190
H: -5.194400 2.414708 0.300415  0.208
H: -6.123891 1.550116 1.429519  0.250
H: 0.878004 1.168304 1.617335  0.438
N: 4.121858 -1.407110 0.552084  -0.733
N: 3.785176 3.093821 0.450065  -0.457
N: 0.580660 -1.979504 0.052368  -0.001
N: -4.142786 0.487927 -0.868875  -0.229
N: -4.956377 -0.727774 0.822033  -0.642
N: -5.633056 1.543400 0.504933  -0.539
O: 2.319033 -3.185702 -0.632719  -0.696
O: 1.807893 2.017683 0.041024  -0.712
O: 0.218178 -1.448513 2.861730  -0.607
O: 0.809525 0.617195 2.395929  -0.497

Atoms 1-6, force components in eV/Å:
1.557 0.815 0.063
-1.807 1.164 1.293
-0.514 -1.836 0.636
0.711 1.300 1.791
-2.023 -0.353 -0.392
0.420 -1.349 0.341

---

(4)
Density functional theory data (ωB97M-V with the def2-TZVPD basis set) for a molecular structure, C11H23ClCoNO2P2.

Computed properties:
LUMO (alpha / beta)	-0.2743 / -0.3576	Eh
2S+1	5
calculated total energy	-3163.15385	a.u.
net charge	+2

Last column: Mulliken charge in e.
Cartesian coordinates (Å):
Co: 0.457235 -0.451712 0.543720  -0.558
P: -0.971012 -2.055437 0.133245  1.024
C: -2.117256 -1.011119 -0.700985  -1.354
C: -2.097271 0.377598 -0.444842  1.246
N: -1.021999 0.842973 0.288069  -0.045
C: -0.951746 2.053657 0.835698  0.787
C: -2.023801 2.950082 0.760829  -0.817
C: -3.123836 2.542972 -0.013669  -0.348
C: -3.187804 1.279163 -0.608162  -0.824
C: 0.303226 2.316424 1.633289  -1.356
P: 1.653083 1.142956 1.192701  0.879
H: -4.072873 0.975645 -1.176554  0.462
H: -1.927202 3.884928 1.316804  0.500
H: -3.886573 3.295694 -0.191709  0.453
H: 0.722590 3.309848 1.470476  0.577
H: 0.132499 2.156062 2.710535  0.443
H: -0.557849 -1.413883 -5.655862  0.324
H: -2.950209 -1.457936 -1.249147  0.465
H: 3.581909 -0.113592 -1.690739  0.256
O: -0.120970 -0.872698 -4.977691  -0.628
H: -0.598723 -0.029977 -5.183054  0.319
H: 0.981025 -1.779604 1.080778  0.507
O: 3.751804 -0.601925 -2.510316  -0.571
H: 2.853439 -0.976609 -2.479500  0.285
C: 2.553956 2.027026 -0.099339  -1.272
H: 2.747275 3.046172 0.255868  0.435
H: 3.496326 1.511969 -0.333341  0.355
H: 1.912190 2.081577 -0.988502  0.432
C: 2.753373 0.922586 2.636083  -1.127
H: 3.450606 0.086676 2.435956  0.384
H: 3.309240 1.865734 2.796271  0.401
H: 2.132141 0.682815 3.520195  0.412
C: -1.773897 -2.776734 1.633360  -1.169
H: -2.645270 -3.377614 1.312650  0.396
H: -1.092533 -3.441811 2.188031  0.384
H: -2.106550 -1.994135 2.338586  0.380
C: -0.530447 -3.431409 -0.913869  -1.148
H: 0.267017 -4.027169 -0.444311  0.442
H: -1.427585 -4.034594 -1.087769  0.412
H: -0.204689 -2.972746 -1.852201  0.406
Cl: 2.331161 -2.531852 1.518416  -0.146

Atoms 1-6, force components in eV/Å:
-1.101 0.506 -0.868
-0.655 -1.627 0.906
-1.204 0.301 -0.574
-0.905 0.685 1.155
0.301 -0.681 -0.527
-0.003 0.058 0.512